DFT (ωB97M-V/def2-TZVPD) results for a molecular structure, C31H38AsBrCl2IrN2O6SSi2 at a distorted geometry.

Atoms and positions in Å:
Ir 0.850 -0.109 1.594
O 1.988 1.901 -3.461
C -0.066 3.328 -3.858
C 0.103 3.273 -5.260
C -1.049 3.828 -5.798
C -1.907 4.233 -4.743
C -1.298 3.942 -3.530
C 0.288 2.535 -1.369
C -0.665 1.390 -1.381
O -0.018 0.153 -1.476
N -1.373 1.454 -0.057
N -0.516 1.309 0.983
C -0.508 2.014 2.061
C 0.444 1.311 2.930
Br 2.700 -1.441 2.471
C 0.809 1.476 4.202
C 0.371 2.511 5.150
C 1.230 2.864 6.194
C 0.877 3.831 7.120
C -0.355 4.465 7.031
C -1.231 4.107 6.015
C -0.875 3.139 5.090
H 0.982 2.604 -0.563
H 0.956 2.869 -5.781
H -1.257 3.928 -6.854
H -2.872 4.706 -4.859
H -1.647 4.161 -2.534
H -1.463 1.489 -2.122
H -1.862 2.344 0.020
H -1.088 2.926 2.191
H 1.572 0.800 4.578
H 2.193 2.373 6.267
H 1.564 4.090 7.916
H -0.636 5.219 7.754
H -2.205 4.576 5.950
H -1.595 2.838 4.340
Cl 1.158 2.886 -2.739
C 2.283 4.009 -2.216
Cl 1.503 5.515 -1.881
C 3.368 1.247 -0.353
O 4.143 1.135 -1.197
O 2.615 1.341 0.532
H 2.943 4.052 -3.070
O -0.479 -6.818 6.030
C -0.191 -5.516 6.279
O 0.182 -5.202 7.375
C -0.361 -4.552 5.152
C 0.042 -3.235 5.369
C -0.086 -2.281 4.380
C -0.619 -2.624 3.138
S -0.903 -1.454 1.845
C -1.027 -3.938 2.916
C -0.901 -4.889 3.914
H -0.726 -6.931 5.106
H 0.458 -2.977 6.333
H 0.229 -1.263 4.555
H -1.434 -4.213 1.951
H -1.239 -5.894 3.686
C 0.160 -0.834 -5.356
Si -1.362 -0.974 -4.281
C -2.425 0.548 -4.483
C -2.405 -2.453 -4.812
As -1.016 -1.345 -1.953
Si 0.886 -2.755 -2.064
C 0.485 -4.082 -3.340
C 1.164 -3.657 -0.446
C 2.419 -1.788 -2.503
H -0.155 -0.690 -6.394
H 0.801 -1.715 -5.313
H 0.742 0.038 -5.057
H -2.875 0.524 -5.481
H -1.847 1.473 -4.418
H -3.237 0.591 -3.755
H -2.763 -2.281 -5.831
H -3.280 -2.568 -4.168
H -1.853 -3.392 -4.806
H -0.510 -4.498 -3.171
H 1.202 -4.903 -3.243
H 0.532 -3.712 -4.364
H 0.437 -4.465 -0.330
H 1.096 -3.017 0.433
H 2.165 -4.098 -0.452
H 2.290 -1.146 -3.373
H 3.244 -2.483 -2.685
H 2.706 -1.151 -1.666

Its total energy is -8576.495110 a.u. As for the relative energy (zero: lowest compared OMol25 entry of this formula, charge and spin): 11.627 eV. The HOMO-LUMO gap comes out at 6.597 eV. The net charge is -1. Its molar mass is 1040.84 g mol⁻¹.

=====

DFT (ωB97M-V/def2-TZVPD) results for 2 unconnected molecules or ions with the total composition C31H38F20O7PS at a distorted geometry.

Atoms and positions in Å:
C 7.441 -0.514 3.702
C 7.022 0.278 5.101
C 5.888 1.461 4.860
C 4.585 0.822 4.052
C 3.390 1.923 3.763
C 1.861 1.290 4.061
C 1.107 1.329 2.638
P -0.684 0.744 2.482
C -0.672 1.451 0.678
C 0.217 0.607 -0.393
C 0.924 1.739 -1.403
F -0.152 2.715 -1.742
F 2.059 2.300 -0.646
C 1.364 1.065 -2.872
F 0.083 0.714 -3.520
F 1.997 -0.251 -2.481
C 2.346 2.072 -3.677
F 3.751 1.735 -3.230
F 2.192 3.530 -3.303
C 2.344 2.033 -5.296
F 2.899 3.378 -5.724
F 1.025 1.957 -5.965
C 3.319 0.938 -6.019
F 4.789 1.277 -5.932
F 3.010 1.047 -7.496
C 3.064 -0.627 -5.624
F 4.011 -0.957 -4.493
F 1.656 -0.975 -5.334
C 3.537 -1.657 -6.855
F 4.855 -1.232 -7.462
F 2.462 -1.811 -7.900
C 3.820 -3.202 -6.306
F 5.274 -3.305 -5.982
F 3.615 -4.092 -7.508
F 2.916 -3.625 -5.214
C -1.450 2.464 2.992
O -0.529 3.359 3.673
C -1.205 4.484 4.348
O -2.278 0.152 2.147
C -2.287 -1.166 1.493
O -2.075 -2.305 2.210
C -2.618 -1.435 -0.115
C -3.590 -0.500 -1.048
C -3.712 -0.938 -2.648
C -2.895 -2.233 -3.307
C -1.935 -3.204 -2.345
C -1.825 -2.754 -0.770
S -0.899 0.027 4.485
C 0.064 -1.580 4.846
O -0.841 1.066 5.625
O -2.401 -0.477 4.606
H 6.903 -1.579 3.664
H 7.034 0.086 2.753
H 8.605 -0.722 3.630
H 6.620 -0.571 5.837
H 8.025 0.697 5.572
H 5.487 1.774 5.928
H 6.311 2.425 4.348
H 4.238 -0.104 4.696
H 4.886 0.367 2.991
H 3.479 2.249 2.634
H 3.606 2.840 4.478
H 2.095 0.244 4.524
H 1.413 2.071 4.846
H 1.756 0.603 1.938
H 1.333 2.401 2.157
H -0.157 -0.550 2.029
H -1.790 1.472 0.289
H -0.352 2.582 0.795
H -0.460 -0.035 -1.139
H 0.987 -0.151 0.054
H -2.057 2.959 2.090
H -2.301 2.174 3.778
H -0.578 4.867 5.289
H -2.270 4.198 4.794
H -1.312 5.443 3.645
H -4.132 0.430 -0.571
H -4.371 -0.314 -3.404
H -2.948 -2.527 -4.446
H -1.329 -4.126 -2.735
H -1.123 -3.424 -0.075
H 0.547 -1.404 5.910
H -0.656 -2.518 4.935
H 0.920 -1.712 4.058
C -9.552 -0.612 -0.791
C -8.660 -1.663 -0.155
O -8.375 -2.715 -1.089
C -7.367 -2.469 -1.985
O -6.725 -1.423 -2.023
C -7.138 -3.683 -2.884
F -8.301 -4.224 -3.348
F -6.487 -4.689 -2.231
F -6.388 -3.398 -3.986
H -10.458 -1.071 -1.197
H -9.835 0.149 -0.059
H -9.045 -0.118 -1.626
H -9.183 -2.121 0.691
H -7.735 -1.225 0.237

Its total energy is -4466.663863 a.u. The HOMO-LUMO gap comes out at 5.995 eV. The net charge is -1. Its molar mass is 965.64 g mol⁻¹.

=====

DFT (ωB97M-V/def2-TZVPD) results for a molecular structure, C31H38F4N6O5SSn.

Atoms and positions in Å:
Sn -0.587 0.707 -0.819
C -0.858 -2.825 -2.478
N -0.278 -1.581 -2.913
C -0.785 -1.195 -4.214
C 1.175 -1.642 -2.856
C 1.904 -0.394 -3.359
N 1.271 0.810 -2.886
C 1.659 1.979 -3.375
C 0.889 3.136 -3.055
F -0.201 2.962 -2.250
C 1.151 4.395 -3.514
F 0.325 5.404 -3.152
C 2.230 4.667 -4.345
C 3.016 3.577 -4.664
F 4.106 3.764 -5.454
C 2.766 2.301 -4.213
F 3.665 1.336 -4.557
H -0.609 -3.671 -3.149
H -0.487 -3.086 -1.481
H -1.947 -2.738 -2.447
H -0.502 -1.925 -4.997
H -1.873 -1.124 -4.171
H -0.394 -0.215 -4.478
H 1.453 -1.837 -1.815
H 1.537 -2.504 -3.454
H 2.942 -0.497 -3.011
H 1.957 -0.437 -4.458
H 2.450 5.662 -4.696
C -4.404 -0.095 0.670
C -3.632 -0.993 -0.281
C -4.303 -2.351 -0.415
O -2.324 -1.172 0.298
C -3.543 -0.269 -1.652
O -4.470 -0.437 -2.438
O -2.525 0.480 -1.855
H -4.445 -0.554 1.660
H -5.418 0.035 0.290
H -3.934 0.882 0.756
H -4.511 -2.760 0.575
H -3.658 -3.053 -0.950
H -5.226 -2.249 -0.982
H -1.829 -1.754 -0.294
O 0.888 -6.160 4.709
C 2.053 -6.334 3.941
N 2.543 -5.117 3.337
C 1.708 -4.448 2.477
O 0.627 -4.927 2.160
C 2.199 -3.143 1.955
C 3.549 -2.806 1.915
C 3.918 -1.579 1.401
C 2.924 -0.725 0.933
N 1.629 -1.042 0.971
C 1.278 -2.220 1.470
H 0.224 -5.818 4.091
H 1.886 -7.062 3.143
H 2.823 -6.708 4.614
H 3.190 -4.558 3.868
H 4.305 -3.504 2.258
H 4.955 -1.274 1.352
H 3.168 0.255 0.526
H 0.217 -2.448 1.505
S 3.521 2.789 -0.053
C 4.297 3.332 1.328
N 4.833 3.711 2.291
C 1.076 2.227 2.455
N 0.098 1.688 3.391
C -0.199 2.656 4.424
C -1.090 1.182 2.703
C -1.873 2.183 1.870
C -2.803 3.000 2.515
C -3.533 3.949 1.814
C -3.334 4.081 0.446
C -2.429 3.247 -0.199
C -1.681 2.281 0.484
H 1.993 2.493 2.982
H 0.722 3.123 1.925
H 1.322 1.482 1.702
H 0.717 2.870 4.979
H -0.939 2.249 5.121
H -0.585 3.612 4.036
H -1.744 0.746 3.467
H -0.761 0.363 2.057
H -2.970 2.877 3.581
H -4.253 4.574 2.329
H -3.896 4.818 -0.118
H -2.326 3.348 -1.274

Its total energy is -2920.824998 a.u. As for the relative energy (zero: lowest compared OMol25 entry of this formula, charge and spin): 2.254 eV. The HOMO-LUMO gap comes out at 5.378 eV. The net charge is -2. Its molar mass is 801.45 g mol⁻¹.

=====

Question: Which of these has the lowest net charge?
Answer: C31H38F4N6O5SSn

=====

Question: net charge of number 1 (C31H38AsBrCl2IrN2O6SSi2)?
Answer: -1